Entry 1:
# C31H25AuF3N2O3P2S

A molecular structure, C31H25AuF3N2O3P2S (the ωB97M-V functional and the def2-TZVPD basis, OMol25).

```
68
Properties=species:S:1:pos:R:3:forces:R:3
Au -1.291443 1.587723 -2.843628 0.27 0.24 -0.16
F 1.391296 -3.363683 -6.330003 0.08 0.14 0.04
C 1.262918 -2.176538 -5.676176 0.03 -0.05 0.02
F 2.238747 -2.159201 -4.743444 -0.04 -0.03 -0.10
F 1.559058 -1.220865 -6.572344 0.01 -0.08 0.01
C -0.103344 -2.031933 -5.081805 -0.10 0.05 0.05
C -1.016384 -3.061262 -5.228781 0.02 0.05 0.01
C -2.282404 -2.954731 -4.672556 0.00 -0.07 -0.03
C -2.566377 -1.801418 -3.962269 0.21 0.06 0.07
N -1.701924 -0.806150 -3.806402 -0.29 -0.35 -0.22
C -0.472938 -0.864638 -4.365440 -0.19 -0.23 0.03
S 0.526741 0.512554 -4.124226 -0.24 0.12 0.25
H -0.734071 -3.947509 -5.780716 -0.01 0.01 0.00
H -3.012350 -3.745473 -4.780279 0.00 0.03 0.03
H -3.526059 -1.665663 -3.471405 0.02 0.00 -0.05
C -1.207989 1.028095 1.453409 -0.22 -0.20 -0.13
P -1.021623 0.844990 -0.412061 0.53 -0.14 0.18
C -1.196557 -0.975710 -0.542058 0.05 -0.02 -0.05
C -2.476142 -1.433837 -0.211276 0.04 -0.03 0.01
C -2.807861 -2.774231 -0.313374 0.03 0.00 -0.04
C -1.868735 -3.688469 -0.776755 -0.02 0.04 0.04
C -0.610679 -3.241449 -1.145760 -0.01 -0.02 -0.03
C -0.276896 -1.897230 -1.033319 0.05 0.06 0.00
C 0.719406 1.439745 -0.492297 0.04 0.10 -0.02
C 1.900384 0.756784 -0.758046 -0.03 0.01 0.02
C 3.103233 1.443680 -0.863757 0.01 -0.06 -0.04
C 3.149654 2.818511 -0.704258 0.03 0.00 0.06
C 1.976648 3.515682 -0.445124 0.03 -0.02 0.04
C 0.775788 2.833750 -0.349515 -0.01 -0.08 -0.03
P -0.564303 -0.309550 2.560783 -0.08 0.10 -0.02
C -0.799209 0.500142 4.202598 0.05 -0.10 0.02
C -1.556873 1.645195 4.428962 0.01 0.00 0.00
C -1.713018 2.149835 5.716739 -0.01 0.00 0.01
C -1.117953 1.516304 6.794938 0.00 -0.02 -0.01
C -0.363205 0.367035 6.582589 0.00 0.00 -0.02
C -0.212442 -0.135955 5.301653 -0.02 0.07 0.01
C 1.268233 -0.177107 2.469261 -0.10 0.06 -0.06
C 1.989063 -1.345067 2.241023 -0.08 -0.01 0.00
C 3.378708 -1.326082 2.207793 0.03 0.00 -0.06
C 4.055490 -0.131282 2.390060 -0.03 0.02 -0.05
C 3.343109 1.042260 2.614744 -0.03 0.04 0.04
C 1.958892 1.018164 2.662355 0.09 0.00 0.04
H -2.284939 1.035849 1.639642 -0.04 0.10 0.08
H -0.817040 2.011719 1.716177 -0.02 0.04 -0.05
H -3.228176 -0.722977 0.117417 0.00 -0.02 0.01
H -3.805354 -3.105022 -0.050211 0.01 0.01 0.02
H -2.122452 -4.737875 -0.860193 -0.01 0.01 -0.03
H 0.116779 -3.938184 -1.544847 0.01 0.01 0.01
H 0.699764 -1.577114 -1.363126 -0.07 -0.03 -0.05
H 1.907011 -0.311540 -0.896469 0.05 0.01 0.04
H 4.007448 0.891479 -1.092113 -0.01 0.01 0.04
H 4.093191 3.345300 -0.785825 -0.02 0.00 -0.04
H 1.991881 4.594901 -0.350065 -0.02 -0.03 0.01
H -0.146497 3.391734 -0.222137 0.04 0.02 0.00
H -2.026628 2.160403 3.600680 0.00 0.00 0.05
H -2.300506 3.046723 5.874337 0.01 -0.02 -0.02
H -1.240828 1.911421 7.795852 0.01 0.00 -0.01
H 0.105267 -0.136926 7.419804 0.00 0.01 -0.02
H 0.378885 -1.031263 5.138388 -0.01 0.01 0.03
H 1.450491 -2.274948 2.091320 0.02 0.02 -0.02
H 3.929437 -2.241994 2.027789 -0.02 0.02 0.01
H 5.137588 -0.107609 2.343240 -0.01 0.00 0.03
H 3.871646 1.978363 2.750882 -0.02 -0.02 -0.02
H 1.412827 1.934989 2.856361 0.00 -0.01 -0.04
O -3.488101 5.075393 -2.552744 0.26 -0.45 0.00
N -2.814979 4.043278 -2.582691 -0.03 0.00 -0.01
O -1.792951 3.897041 -1.858215 -0.43 0.28 -0.20
O -3.130383 3.081432 -3.353108 0.15 0.34 0.32
```
Forces are in eV/Å.

LUMO level	2.5	eV
HOMO level	-4.68	eV
multiplicity	1
ΔE to the lowest compared entry with this formula, charge and spin	27.1	kcal per mole
net charge	-1


Entry 2:
# C31H25Cl5N7SW

A molecular structure, C31H25Cl5N7SW (the ωB97M-V functional and the def2-TZVPD basis, OMol25).

```
70
Properties=species:S:1:pos:R:3:forces:R:3
W -0.258448 -0.576258 -0.434927 1.13 -0.01 -0.13
C 1.282764 3.216581 -2.047733 0.16 -0.24 -0.18
C 0.689913 2.182893 -1.151590 0.38 0.37 0.20
N 0.141309 1.016139 -1.639651 0.18 0.40 0.73
N 0.082676 0.833991 -3.014652 0.05 -0.02 -0.21
C 0.183308 -0.404544 -3.525251 -0.04 -0.07 0.26
N 0.303825 -0.565248 -4.827721 0.03 0.00 -0.06
S 0.118959 -1.799147 -2.497374 -0.14 0.41 -0.13
C 0.682690 2.337639 0.234872 1.21 0.68 1.56
C 1.575036 3.099929 1.186317 -0.78 -0.85 0.14
C 1.834879 2.970561 2.630140 -1.61 -1.49 -3.16
C 1.397471 1.888104 3.475372 5.10 7.20 0.99
C 0.188321 1.071197 1.970443 -1.22 -0.18 -3.09
N -0.176525 1.367424 0.851766 -0.15 -0.22 -2.97
H 0.534836 3.608157 -2.744320 -0.02 0.03 0.03
H 2.119677 2.811255 -2.622763 -0.03 -0.02 -0.03
H 1.647695 4.058587 -1.467682 -0.03 0.02 0.00
H 0.239241 1.644877 -3.599489 -0.02 0.01 0.03
H 0.389245 0.200911 -5.480705 -0.02 0.03 0.03
H 0.374438 -1.496691 -5.211414 -0.03 0.00 0.01
H 2.148114 3.896526 0.725457 -0.07 0.05 -0.04
H 2.450284 3.740798 3.072472 0.07 -0.04 0.02
H 1.706379 2.157516 4.506070 -0.21 -0.11 0.04
H 0.755758 -0.386334 4.144999 0.89 -3.42 4.36
C -2.568987 2.349394 -1.001480 -0.01 0.03 -0.02
C -3.030435 1.053974 -1.592274 0.00 -0.01 -0.04
C -4.132919 1.102260 -2.451033 0.02 -0.02 -0.05
C -4.651502 -0.049671 -2.990695 0.01 0.01 0.02
C -4.138711 -1.265328 -2.550490 0.00 -0.06 -0.10
C -3.090571 -1.262995 -1.663010 -0.03 0.05 0.01
N -2.457972 -0.119091 -1.260896 -0.04 -0.17 0.24
C -2.683165 -2.478965 -0.936655 -0.01 0.16 -0.01
C -3.417409 -3.656760 -0.864527 -0.02 0.03 -0.13
C -3.029519 -4.647702 0.016087 0.09 -0.03 0.06
C -1.934332 -4.441378 0.857889 -0.07 -0.07 0.02
C -1.247244 -3.266175 0.730266 0.33 0.07 -0.71
N -1.591026 -2.318244 -0.185791 -0.04 -0.20 0.72
C -0.090427 -2.731398 1.495626 1.08 0.73 -0.75
C 1.215770 -2.885770 1.073489 0.14 0.87 0.10
C 2.484646 -1.994297 1.037996 -1.26 0.47 0.28
C 1.894928 -0.099049 2.686197 2.21 -1.51 -2.03
C -0.109378 -0.765700 2.833459 -0.53 -4.39 -0.92
C -0.616124 1.010019 4.124987 -8.57 2.99 4.00
N -0.570811 -1.751600 2.361622 -0.58 -1.77 -0.24
H -3.441402 2.884786 -0.624225 -0.02 -0.01 -0.05
H -2.119275 2.996134 -1.757664 0.05 -0.02 0.01
H -1.892090 2.207748 -0.172542 0.01 0.02 -0.01
H -4.576407 2.063365 -2.674074 0.05 0.02 -0.02
H -5.473295 -0.016136 -3.693299 -0.01 -0.01 0.02
H -4.569623 -2.195954 -2.890052 -0.02 0.00 0.04
H -4.301654 -3.788751 -1.470133 -0.01 0.01 0.01
H -3.592411 -5.569558 0.078183 -0.02 0.01 0.00
H -1.645992 -5.169332 1.603280 0.03 -0.01 -0.02
H 1.364204 -3.780625 0.474513 -0.04 0.06 -0.14
H 3.416086 -2.510089 0.837954 -0.16 -0.25 -0.17
H 1.155066 0.627383 4.391616 1.53 -1.60 3.83
H -0.563799 1.295526 5.190056 1.51 -0.21 -0.03
H -1.503632 0.356537 4.245336 0.57 -0.80 -0.53
H -1.221932 1.876197 3.803026 0.81 0.23 -0.81
Cl 0.661622 0.488554 3.232111 -1.21 4.25 1.11
C 2.776744 -0.647905 1.748731 -0.73 -0.58 -1.82
C 2.189812 -0.697771 0.230175 0.26 -0.17 -0.07
C 3.276457 -0.218084 -0.673106 -0.44 -0.41 -0.21
Cl 2.896513 -0.125151 -2.366464 0.22 0.06 -0.05
C 4.552058 0.075482 -0.344243 0.10 0.09 -0.16
Cl 5.696764 0.500357 -1.544263 0.03 -0.01 0.02
C 5.018241 0.120874 1.038129 0.16 -0.08 0.08
Cl 6.604399 0.632981 1.384704 -0.01 0.03 0.00
C 4.164935 -0.180210 2.016381 -0.57 -0.17 0.22
Cl 4.481953 0.117254 3.682465 0.35 -0.15 -0.07
```
Forces are in eV/Å.

LUMO level (alpha / beta)	-10.1 / -10.2	eV
HOMO level (alpha / beta)	-15.45 / -15.43	eV
multiplicity	3
ΔE to the lowest compared entry with this formula, charge and spin	882.4	kcal per mole
net charge	+3